Computed, not measured: a cluster of 2 separate species, C10H18N3 in total, with ωB97M-V/def2-TZVPD.

Values from the calculation:
LUMO level = -0.11016 Eh
E_HOMO = -11.64 eV
Calculated total energy = -15126.1466 eV
Gap between HOMO and LUMO = 8.64 eV

```
! RIJCOSX wB97M-V def2-TZVPD def2/J DEFGRID3
* xyz 1 1
C 3.9814 1.9907 0.1233
C 1.0808 -0.5061 -1.6400
C 2.2953 -1.0710 -1.3186
C 0.6992 0.7284 -1.1179
C 3.2148 -0.3120 -0.5879
C 1.6115 1.4940 -0.4099
C 2.9111 0.9894 -0.2312
H 0.4127 -0.9309 -2.3789
H 2.6762 -1.9806 -1.7640
H -0.3381 0.9965 -1.2674
H 4.1616 -0.7548 -0.2983
H 1.2914 2.3663 0.1472
H 3.9365 2.9993 -0.2642
H 4.9205 1.5192 -0.1804
H 4.2714 2.0569 1.1801
C -2.2776 -2.1198 1.0793
C -1.5619 -2.4982 -0.2204
C -2.6443 0.3239 0.8052
N -3.1136 -0.8974 0.8777
N -1.3946 0.6417 1.0919
N -3.5228 1.3451 0.6311
H -3.0484 -2.8310 1.3276
H -1.6360 -1.9041 1.9045
H -2.0073 -2.1653 -1.1559
H -1.6575 -3.5758 -0.2352
H -4.0424 -1.0125 0.5006
H -0.5478 0.1278 1.2829
H -1.1951 1.5918 1.3664
H -4.4554 1.1618 0.9697
H -3.2949 2.3146 0.7934
H -0.5097 -2.2229 -0.2310
*
```



Computed, not measured: a cluster of 2 separate species, C10H18N3O in total, with ωB97M-V/def2-TZVPD.

Values from the calculation:
LUMO level = -0.11541 Eh
E_HOMO = -11.42 eV
Calculated total energy = -17172.8458 eV
Gap between HOMO and LUMO = 8.28 eV

```
! RIJCOSX wB97M-V def2-TZVPD def2/J DEFGRID3
* xyz 1 1
C 0.5820 -2.2017 0.8719
C -0.9812 -2.3687 0.9598
C 1.1043 -0.1502 2.1290
N 1.2213 -1.5358 1.9975
N 2.1041 0.5481 1.6015
N 0.0309 0.4498 2.5795
H 1.0670 -3.1407 0.6630
H 0.6783 -1.5333 0.0015
H -1.3348 -2.8865 0.0580
H -1.3596 -1.3641 0.7236
H 1.5678 -2.0068 2.8142
H 2.9146 -0.0016 1.3511
H 2.1741 1.5533 1.5969
H -0.8186 -0.0738 2.7648
H -0.1932 1.4291 2.6697
H -1.3587 -2.6767 1.9233
C -1.2162 3.1499 -0.6136
C 0.5737 1.6315 -1.2424
C -0.8036 1.8407 -1.2819
C 1.1070 0.4117 -1.7424
C 0.2247 -0.6166 -2.0950
C -1.6430 0.8302 -1.7207
C -1.1238 -0.4387 -1.8912
O 0.7747 -1.7431 -2.6090
H 1.1935 2.4509 -0.9232
H 2.1202 0.5357 -2.1587
H -2.2354 3.1242 -0.2196
H -1.2121 3.8578 -1.4563
H -2.7186 0.8587 -1.7404
H 0.1420 -2.2698 -3.1107
H -1.8468 -1.2125 -2.1640
H -0.7347 3.5493 0.2637
*
```



Computed, not measured: a structure of composition C10H18N3O5PPdTe, with ωB97M-V/def2-TZVPD.

Values from the calculation:
LUMO level (spin up / spin down) = -0.37802 / -0.37573 Eh
E_HOMO (spin up / spin down) = -14.48 / -14.63 eV
Calculated total energy = -45411.5214 eV
Gap between HOMO and LUMO (spin up / spin down) = 4.19 / 4.41 eV

```
! RIJCOSX wB97M-V def2-TZVPD def2/J DEFGRID3
* xyz 2 1
Pd 1.5234 0.2244 0.9693
O 0.8982 2.4668 0.6706
N 0.3719 2.9023 -0.3289
N 0.4684 2.0055 -1.3989
O 0.9876 0.8959 -1.1943
C 0.0242 2.4408 -2.6522
C -0.4860 3.7352 -2.8093
C -0.9121 4.1160 -4.0653
C -0.8253 3.2322 -5.1379
C -0.3104 1.9499 -4.9666
C 0.1196 1.5413 -3.7214
H -0.5465 4.4193 -1.9774
H -1.3099 5.1094 -4.2129
H -1.1620 3.5451 -6.1167
H -0.2456 1.2758 -5.8085
H 0.5248 0.5521 -3.5634
C -2.4909 -1.1881 -0.4362
C -2.1420 -1.0096 1.0161
O -0.6924 -1.2110 1.1593
P 0.0626 -1.3005 2.5492
O 1.5262 -1.4876 2.1479
Te 0.0411 0.9827 3.3277
O -0.5682 -2.2956 3.5256
C -0.3807 -3.7919 3.5417
C 0.8513 -4.1381 4.3215
H -3.5626 -1.0347 -0.5622
H -2.2451 -2.1907 -0.7795
H -1.9697 -0.4617 -1.0584
H -2.6353 -1.7386 1.6590
H -2.3585 0.0008 1.3813
H -0.3531 -4.1134 2.5013
H -1.3004 -4.1321 4.0095
H 1.7544 -3.7670 3.8383
H 0.9224 -5.2256 4.3775
H 0.7902 -3.7537 5.3379
N 3.6317 0.3578 1.0920
H 3.9590 1.2693 1.4039
H 4.0834 0.1577 0.2012
H 3.9564 -0.3402 1.7592
*
```



Computed, not measured: a structure of composition C10H18N3O5PRu, with ωB97M-V/def2-TZVPD.

Values from the calculation:
LUMO level (spin up / spin down) = -0.33460 / -0.56788 Eh
E_HOMO (spin up / spin down) = -17.02 / -20.59 eV
Calculated total energy = -37205.8959 eV
Gap between HOMO and LUMO (spin up / spin down) = 7.91 / 5.14 eV

```
! RIJCOSX wB97M-V def2-TZVPD def2/J DEFGRID3
* xyz 3 6
O -0.0808 -3.0900 -0.2761
C -0.1508 -1.9345 -0.3633
Ru -0.1321 0.0085 -0.4246
O -2.1808 -0.0072 -2.6956
C -1.3536 0.0005 -1.8920
C 1.6976 0.0092 -0.7392
O 2.8643 -0.0006 -0.7389
C -0.2212 1.9608 -0.2521
O -0.2046 3.1061 -0.0734
C -2.1672 -1.2354 2.6516
N -0.9164 -1.6656 3.2730
C -0.6677 -3.1000 3.1690
P 0.3207 -0.5492 3.2389
O 0.4147 0.2529 1.9783
N -0.0179 0.5115 4.4994
C 0.1249 1.9596 4.2987
C -0.8546 0.1536 5.6358
N 1.8133 -1.2853 3.4225
C 2.9734 -0.4433 3.0497
C 2.1006 -2.0467 4.6410
H -2.9674 -1.9143 2.9678
H -2.1237 -1.2458 1.5507
H -2.4275 -0.2203 2.9672
H 0.0554 -3.3679 2.3863
H -0.3194 -3.5047 4.1243
H -1.6119 -3.5969 2.9281
H -0.7312 2.3985 3.7652
H 0.2113 2.4314 5.2862
H 1.0333 2.1689 3.7261
H -1.9312 0.2393 5.4273
H -0.6588 -0.8716 5.9654
H -0.6133 0.8291 6.4679
H 3.1193 0.3762 3.7742
H 3.8732 -1.0730 3.0462
H 2.8361 -0.0229 2.0491
H 2.1097 -1.4011 5.5358
H 1.3798 -2.8551 4.7909
H 3.0985 -2.4976 4.5305
*
```



Computed, not measured: the ion C10H18NS with charge +1, with ωB97M-V/def2-TZVPD.

Values from the calculation:
LUMO level = -0.12180 Eh
E_HOMO = -11.29 eV
Calculated total energy = -22977.1316 eV
Gap between HOMO and LUMO = 7.97 eV

```
! RIJCOSX wB97M-V def2-TZVPD def2/J DEFGRID3
* xyz 1 1
C 1.5449 -1.9114 0.4985
C 0.8441 -0.5742 0.6958
C 0.2761 -0.6619 2.1844
C -0.4674 -0.5548 -0.2026
C -0.5988 -0.1639 -1.4771
C -1.8617 -0.4515 -2.2116
C -3.0528 -0.0582 -1.7648
C -3.2399 0.6115 -0.5218
C -2.2552 1.4690 -0.0350
S -1.2507 2.5563 -0.9504
C 1.7514 0.5749 0.5728
N 1.9878 1.1426 -0.7738
H 2.1524 -2.2457 1.4818
H 2.1573 -1.9301 -0.3446
H 0.7928 -2.6754 0.3217
H -0.6444 -1.1502 2.1948
H 0.9110 -1.0304 2.9234
H -0.0401 0.3775 2.4558
H -1.4524 -0.8469 0.2452
H 0.1071 0.2364 -2.1641
H -1.7461 -1.0977 -3.0453
H -3.9399 -0.4677 -2.2436
H -3.9197 0.1061 0.0481
H -2.2925 1.7263 1.0708
H -1.7708 2.1935 -2.1619
H 2.7521 0.2056 0.9690
H 1.4372 1.3916 1.2165
H 2.9357 1.4609 -0.7850
H 1.3248 1.8914 -1.0246
H 2.0297 0.4184 -1.4176
*
```



Computed, not measured: the ion C10H18NSi with charge +1, with ωB97M-V/def2-TZVPD.

Values from the calculation:
LUMO level = -0.15010 Eh
E_HOMO = -13.14 eV
Calculated total energy = -20021.2429 eV
Gap between HOMO and LUMO = 9.05 eV

```
! RIJCOSX wB97M-V def2-TZVPD def2/J DEFGRID3
* xyz 1 1
C 1.9128 -1.6620 0.0044
C 2.8631 -0.7088 -0.0039
C 1.4810 1.1798 0.0138
C 0.4837 -1.4772 0.0249
C -0.1236 -0.2980 0.0343
C -0.3599 -2.7251 0.0156
C 3.8501 1.4818 0.0061
C -1.6562 2.3516 0.1827
C -2.7915 -0.2890 1.4795
C -2.5799 -0.0274 -1.6943
N 2.6452 0.6661 0.0028
Si -1.8674 0.4746 -0.0018
H 2.2497 -2.6885 -0.0095
H 3.9066 -0.9866 -0.0130
H 1.2536 2.2244 0.0258
H -0.4762 -3.0693 -1.0124
H 0.1215 -3.5136 0.5903
H -1.3449 -2.5305 0.4263
H 4.5165 1.1570 -0.7932
H 3.6025 2.5319 -0.1425
H 4.3638 1.3738 0.9634
H -1.0600 2.6071 1.0529
H -1.1937 2.7955 -0.6934
H -2.6232 2.8250 0.3107
H -3.1886 -1.2741 1.2534
H -2.1507 -0.3799 2.3514
H -3.6338 0.3365 1.7606
H -2.7382 -1.0987 -1.7702
H -3.5385 0.4552 -1.8574
H -1.9235 0.2686 -2.5074
*
```